(1)
Below is a structure of composition C5H15NO in a non-equilibrium geometry, with properties calculated with the ωB97M-V functional and the def2-TZVPD basis.

XYZ file:
```
22
Properties=species:S:1:pos:R:3:forces:R:3
C 0.261448 0.270569 -1.035665 0.55 -0.70 -0.25
C 0.532327 -0.917460 1.983182 -0.70 1.14 -0.20
C 0.280884 -0.650712 -2.246661 0.11 0.77 -1.21
C -0.285217 -2.037327 1.335751 0.42 0.68 -1.00
N 1.555469 0.633256 -0.713723 -0.76 0.40 1.18
H -0.625893 -0.121012 -0.526921 1.39 -0.11 1.29
H 1.600543 1.493049 -0.150733 -0.26 -0.86 0.12
H 2.296409 0.622194 -1.400871 -0.62 -0.42 -0.38
H 1.576506 -1.022052 1.687288 -0.01 0.32 -0.09
H 0.505365 -1.113598 3.060521 -0.06 0.72 0.01
H 0.198733 -1.670044 -1.876198 -0.32 -0.03 0.24
H 1.218903 -0.646458 -2.799387 0.02 0.37 -0.23
H -0.539385 -0.466499 -2.939198 -0.09 -0.06 0.02
H -1.336575 -1.913181 1.596577 0.01 -0.47 -0.05
H 0.111214 -3.042836 1.484767 -0.23 0.05 0.69
H -0.164433 -1.922898 0.256653 -0.45 -0.04 -0.05
C -1.502277 2.482746 0.109944 -0.09 -0.31 0.36
O -0.330302 1.774804 -0.155906 0.26 1.03 -1.13
H 0.122478 0.173441 1.658684 1.02 -2.63 1.03
H -1.844681 2.212382 1.120445 -0.19 0.14 -0.02
H -1.280048 3.554380 0.113126 -0.16 0.10 -0.11
H -2.351468 2.307257 -0.561676 0.16 -0.09 -0.21
```
Positions in Å, forces in eV/Å.

Values from the calculation:
**Largest force on an atom**: 3.002 eV Å⁻¹
**ΔE to the lowest compared entry with this formula, charge and spin**: 105.8 kcal per mole
**Frontier orbital gap**: 9.214 eV
**Net charge**: 0
**Calculated total energy**: -329.33896 hartree



(2)
Below is a cluster of 2 separate species, C4H10S in total, with properties calculated with the ωB97M-V functional and the def2-TZVPD basis.

XYZ file:
```
15
Properties=species:S:1:pos:R:3:forces:R:3
C 0.164264 -1.740264 3.640911 -0.26 0.24 0.32
C -0.032417 -1.677542 2.332425 -0.25 -0.15 0.33
C -0.345947 -2.868606 1.472568 -0.12 -0.08 0.91
H 0.347064 -0.843240 4.224779 0.14 -0.06 -0.12
H 0.064811 -2.654402 4.217646 0.06 -0.08 -0.18
H 0.030751 -0.701994 1.873720 0.07 0.09 -0.30
H 0.588287 -3.234080 1.063497 -0.06 -0.02 -0.79
H -0.715566 -3.680844 2.095057 0.02 -0.09 0.24
H -1.150588 -2.685713 0.764180 0.41 0.15 -0.44
C -0.529140 2.900579 -1.878836 -0.17 0.31 -0.63
S 0.357336 1.420489 -2.416486 0.16 -0.07 0.13
H 0.073015 3.574102 -1.275680 0.01 -0.24 0.26
H -0.858072 3.460551 -2.757605 -0.08 -0.08 0.13
H -1.411993 2.555247 -1.346345 0.08 0.10 0.15
H 1.418321 2.052529 -2.933015 0.00 -0.03 -0.03
```
Positions in Å, forces in eV/Å.

Values from the calculation:
**SMILES**: C=CC.CS
**Largest force on an atom**: 0.923 eV Å⁻¹
**ΔE to the lowest compared entry with this formula, charge and spin**: 23.8 kcal per mole
**Frontier orbital gap**: 9.981 eV
**Net charge**: 0
**Calculated total energy**: -556.54400 hartree



(3)
Below is a structure of composition C36H46B3F8N6O2V in a non-equilibrium geometry, with properties calculated with the ωB97M-V functional and the def2-TZVPD basis.

XYZ file:
```
102
Properties=species:S:1:pos:R:3:forces:R:3
O -4.142739 -3.049603 2.847056 0.84 -0.41 -0.57
V -3.114131 -3.945720 2.100106 -1.31 -0.77 0.14
O -1.698747 -3.345247 2.393997 -0.62 -0.23 -0.36
B -4.799600 -6.192987 -0.290557 -0.32 0.81 0.27
H -4.913818 -6.424638 0.757077 -0.42 -1.12 4.83
H -5.089647 -7.076763 -0.837422 -0.51 -3.38 -2.18
H -5.511100 -5.396350 -0.443458 -2.62 3.22 -0.86
H -3.790283 -5.840879 -0.437300 4.82 1.61 -1.07
C -6.613591 8.216862 -3.111732 0.50 0.30 -0.86
N -6.287154 7.383059 -1.997346 -0.25 -1.15 2.56
C -5.173595 6.614913 -1.961589 0.47 -0.46 2.95
C -4.867358 5.848183 -0.787802 -3.04 0.81 0.11
C -5.905557 5.723393 0.263659 1.54 0.69 -2.85
C -7.081280 6.502524 0.092972 0.66 -0.85 -0.57
C -7.236594 7.354907 -1.003326 1.62 -1.09 0.11
C -5.711256 4.761785 1.371652 -0.83 -1.16 1.92
C -4.867199 3.658774 1.362057 0.52 0.58 -2.23
C -4.650199 2.818060 2.422394 0.53 0.43 -0.54
N -5.243824 3.058052 3.565723 -1.85 1.12 0.99
C -6.271677 3.980565 3.628187 1.31 0.10 -0.28
C -6.500711 4.802828 2.553811 -0.03 0.63 -1.19
C -4.929324 2.194721 4.698307 -0.49 -1.25 0.12
H -7.182566 9.053481 -2.706208 -0.12 -0.08 -0.67
H -7.141035 7.534124 -3.777896 -0.26 0.76 -0.48
H -5.674928 8.570575 -3.538206 -0.30 0.09 -0.28
H -4.418324 6.718981 -2.726521 -0.33 0.05 -0.34
H -3.926580 5.321617 -0.724134 -0.04 0.02 -0.06
H -7.925490 6.271213 0.725590 -0.11 0.62 0.14
H -8.065959 8.027877 -1.163550 -0.18 -0.24 0.18
H -4.366735 3.424229 0.434196 0.26 -0.20 0.02
H -3.932077 2.012678 2.376925 -0.09 -0.10 -0.05
H -6.767017 4.158893 4.571184 -0.05 -0.46 0.06
H -7.317548 5.508754 2.524656 -0.02 0.05 0.83
H -5.107001 2.631407 5.681081 0.33 0.36 -0.33
H -3.932040 1.787356 4.532271 -0.03 0.29 0.46
H -5.619357 1.356067 4.605451 0.01 -0.19 0.20
C 1.450796 -1.961447 -3.426108 0.11 1.19 0.32
N 0.896946 -2.135686 -4.775112 -0.85 -2.69 1.09
C 0.071399 -3.227032 -4.944791 0.61 0.91 -0.78
C -0.348368 -3.574044 -6.214769 -0.36 -0.57 0.69
C 0.157545 -2.976561 -7.349384 0.43 2.22 -0.73
C 0.877265 -1.734783 -7.118801 -0.96 -1.72 0.88
C 1.264161 -1.390141 -5.778898 -0.28 0.34 -3.52
C -0.233015 -3.492984 -8.767073 2.76 1.30 1.14
C -1.425112 -4.136844 -8.938879 -1.09 -0.04 -2.71
C -1.804727 -4.420270 -10.278508 1.70 1.31 -0.32
N -0.951339 -4.111319 -11.379635 -2.11 -0.38 3.75
C 0.239521 -3.580583 -11.132421 0.63 -0.70 -0.47
C 0.670816 -3.312417 -9.865111 -1.12 0.21 1.38
C -1.354079 -4.623557 -12.672178 -0.16 -1.11 -0.11
H 2.198622 -2.734422 -3.248945 -0.31 0.01 0.23
H 0.638038 -1.882234 -2.704134 0.02 -0.69 -0.01
H 1.912281 -0.975914 -3.363986 0.26 -0.13 -0.25
H -0.144866 -3.839036 -4.081613 -0.28 0.31 0.18
H -1.143580 -4.299942 -6.299117 0.35 -0.53 0.19
H 0.930393 -1.051370 -7.953381 0.81 0.13 0.12
H 1.908487 -0.546192 -5.581409 -0.18 0.13 0.05
H -2.131273 -4.285965 -8.135445 -0.10 -0.16 -0.14
H -2.802374 -4.757334 -10.518257 0.11 -0.31 -0.19
H 0.915543 -3.507885 -11.971537 -0.07 0.23 -0.16
H 1.692444 -2.974663 -9.772454 -0.09 0.21 0.37
H -2.403538 -4.383737 -12.843150 0.28 0.25 -0.36
H -1.284762 -5.696932 -12.495710 -0.13 -0.18 -0.68
H -0.648414 -4.357103 -13.459033 -0.35 0.30 0.11
C 12.288646 3.843501 5.973139 0.40 -0.36 -0.01
N 11.162331 2.889837 6.105808 0.38 -1.26 0.27
C 10.045786 3.264858 6.769159 -0.11 -0.77 -1.24
C 8.965909 2.393198 6.869045 0.43 0.56 -1.08
C 9.007368 1.131130 6.247241 1.29 0.28 1.85
C 10.264829 0.697668 5.749878 -0.23 1.04 -0.68
C 11.326955 1.607533 5.611412 -2.32 0.70 0.83
C 7.797476 0.296849 6.422300 -2.25 -0.48 -1.79
C 6.512578 0.893280 6.171587 -0.59 -0.86 0.58
C 5.283309 0.150081 6.264020 2.80 0.54 -0.05
N 5.416384 -1.156446 6.431492 0.00 -1.55 0.41
C 6.603290 -1.771740 6.605548 0.90 -0.03 -0.81
C 7.799537 -1.110337 6.566462 0.26 1.64 0.48
C 4.246876 -2.088066 6.361800 0.34 0.69 -0.89
H 11.963413 4.697990 5.379705 0.28 -0.21 -0.17
H 13.097941 3.240469 5.561468 0.01 0.61 -0.45
H 12.668405 4.187151 6.935322 -0.48 -0.08 0.18
H 9.970895 4.318271 6.995252 0.15 -0.05 0.52
H 8.052019 2.815464 7.260071 -0.01 -0.26 0.32
H 10.398462 -0.258347 5.265555 -0.10 -0.17 0.15
H 12.181773 1.358347 5.000190 0.32 0.22 0.39
H 6.438326 1.920679 5.847040 0.02 0.13 0.26
H 4.258198 0.481373 6.187797 0.19 0.54 -0.23
H 6.685592 -2.848025 6.570559 -0.74 -0.11 0.39
H 8.728278 -1.653008 6.663073 -0.04 -0.14 0.06
H 3.582556 -1.697316 5.591033 -0.31 0.14 0.42
H 3.800875 -2.143202 7.354846 -0.06 -0.51 -0.29
H 4.675778 -2.973675 5.892914 -0.50 -0.40 0.78
B -2.800601 -6.024701 6.152818 -0.06 -1.42 0.79
F -3.332791 -4.871856 6.626159 0.00 2.48 0.28
F -3.034865 -6.114178 4.776280 -0.22 0.21 -1.64
F -1.417662 -6.161256 6.342610 0.47 0.41 0.10
F -3.472398 -7.011416 6.862525 0.00 -1.04 -0.18
B -4.573649 -1.235862 -1.680037 2.39 -1.69 -1.27
F -3.778902 -1.911737 -0.794517 2.06 -1.13 2.91
F -5.710401 -0.962900 -1.109702 -3.57 1.32 1.16
F -3.847695 -0.104533 -2.036561 0.39 1.70 -0.72
F -4.627593 -2.142376 -2.724760 -0.74 0.05 -1.78
```
Positions in Å, forces in eV/Å.

Values from the calculation:
**Largest force on an atom**: 5.198 eV Å⁻¹
**Frontier orbital gap**: 1.743 eV
**Net charge**: +4
**Calculated total energy**: -3694.60140 hartree



(4)
Below is the ion C5H11N2 with charge +1 in a non-equilibrium geometry, with properties calculated with the ωB97M-V functional and the def2-TZVPD basis.

XYZ file:
```
18
Properties=species:S:1:pos:R:3:forces:R:3
C 0.278333 -1.744304 -1.529036 0.72 -0.40 -1.06
N -0.071953 -0.937020 -0.634082 -0.34 -0.02 -0.33
C 0.409481 0.387022 -0.645359 1.02 1.01 0.68
C 0.668141 1.101173 -1.732491 -0.80 -0.94 -0.63
C 0.605795 0.949052 0.741345 0.42 0.78 0.59
C -0.636003 0.856195 1.610119 0.01 -0.50 -1.30
N -1.022497 -0.585380 1.712180 -1.32 0.27 1.32
H 1.016112 -1.499726 -2.314264 -0.25 0.04 0.40
H -0.139200 -2.736009 -1.573207 -0.19 -0.26 0.17
H 0.947717 2.131741 -1.732982 0.28 0.34 0.22
H 0.464913 0.641181 -2.697035 0.10 0.25 0.01
H 1.485140 0.577341 1.288770 -0.20 -0.59 -0.32
H 0.837051 2.018264 0.725317 -0.11 -0.03 -0.47
H -0.435059 1.199763 2.591584 -0.10 0.59 0.88
H -1.419221 1.402684 1.093828 -0.35 -0.02 0.39
H -0.304230 -1.031522 2.244346 0.64 -0.68 0.45
H -1.909765 -0.785855 2.198409 0.31 0.39 -0.27
H -0.995075 -1.000260 0.763512 0.18 -0.26 -0.71
```
Positions in Å, forces in eV/Å.

Values from the calculation:
**SMILES**: C=NC(=C)CC[NH3+]
**Largest force on an atom**: 1.884 eV Å⁻¹
**ΔE to the lowest compared entry with this formula, charge and spin**: 23.6 kcal per mole
**Frontier orbital gap**: 10.134 eV
**Net charge**: +1
**Calculated total energy**: -306.34590 hartree



(5)
Below is a structure of composition C4HClNO2 in a non-equilibrium geometry, with properties calculated with the ωB97M-V functional and the def2-TZVPD basis.

XYZ file:
```
9
Properties=species:S:1:pos:R:3:forces:R:3
C 0.087211 -0.013236 0.091825 0.56 0.36 0.16
C 0.854627 1.066263 0.218621 -1.49 0.33 0.54
C -0.645234 1.775687 0.652651 1.49 -1.68 -1.00
C -1.091129 3.204723 0.404908 0.20 -0.64 -0.60
N -1.179955 0.618543 0.447598 -0.67 0.55 0.61
O -0.747538 3.329388 -0.787316 0.12 0.58 -0.30
O -1.650324 3.923598 1.207325 -0.40 0.53 0.74
Cl 2.505523 1.404912 -0.036149 0.19 0.09 -0.06
H 0.231416 -1.047707 -0.172445 0.01 -0.12 -0.10
```
Positions in Å, forces in eV/Å.

Values from the calculation:
**Largest force on an atom**: 2.459 eV Å⁻¹
**ΔE to the lowest compared entry with this formula, charge and spin**: 19.7 kcal per mole
**Frontier orbital gap**: 7.746 eV
**Net charge**: -1
**Calculated total energy**: -818.39865 hartree